{"formula": "C2H5AsCl2F6O5PY", "method": "the ωB97M-V functional and the def2-TZVPD basis", "species": ["Y", "C", "O", "H", "H", "H", "P", "O", "O", "O", "O", "As", "F", "F", "F", "F", "F", "F", "C", "Cl", "Cl", "H", "H"], "coordinates": [[14.856, -3.345, -5.235], [18.783, -4.545, -1.721], [17.844, -4.232, -2.776], [18.363, -5.171, -0.934], [19.618, -5.156, -2.066], [19.229, -3.665, -1.258], [12.713, -3.475, -8.211], [14.275, -3.374, -8.268], [12.584, -2.348, -7.137], [12.300, -4.060, -6.877], [11.707, -3.442, -9.315], [12.155, -1.833, -1.507], [10.997, -2.595, -0.449], [11.018, -1.840, -2.926], [13.366, -1.178, -2.683], [13.379, -1.885, -0.228], [12.813, -3.385, -2.152], [11.625, -0.230, -0.949], [16.566, 2.439, -5.730], [15.897, 2.878, -4.129], [16.809, 0.703, -6.109], [15.894, 2.742, -6.533], [17.493, 3.001, -5.842]], "atomic_forces_ev_per_a": [[-0.31, 0.08, -0.65], [-1.89, 0.33, -2.24], [1.20, -0.38, 1.30], [-0.48, -0.07, 0.58], [0.63, -0.23, -0.46], [0.10, 0.47, 0.30], [4.02, 2.16, -5.01], [-1.71, -1.80, -0.88], [-1.94, 0.47, 3.18], [-1.13, -0.28, 3.32], [1.41, -0.69, 0.76], [1.35, -0.28, -2.00], [0.31, 0.14, -0.59], [0.63, 0.17, 1.84], [-0.77, 0.42, 1.11], [-0.90, 0.19, -0.78], [-0.91, 0.44, 0.88], [0.37, -1.14, -0.68], [-0.09, 0.11, -0.74], [0.16, -0.50, -0.62], [0.08, 0.57, 0.69], [-0.19, 0.27, 0.53], [0.02, -0.44, 0.14]], "e_tot_ev": -124911.6137, "homo_energy_ev": -0.906, "e_above_lowest_kcal_mol": 159.0, "charge": -2}